# 1
{
  "formula": "C2H10NS2",
  "method": "ωB97M-V/def2-TZVPD",
  "e_tot_ha": -932.784197,
  "homo_energy_ev": -13.5,
  "homo_lumo_gap_ev": 4.377,
  "spin_multiplicity": 1,
  "total_charge": 1,
  "species": ["C", "C", "S", "S", "H", "H", "H", "H", "H", "H", "N", "H", "H", "H", "H"],
  "coordinates": [[-0.901525, -1.153483, 2.163344], [0.008676, -0.306581, 1.287633], [1.602112, -0.926350, 1.085257], [-2.161782, 1.166922, -1.371969], [-0.376700, -1.337322, 3.097768], [-1.116159, -2.131356, 1.742097], [-1.836471, -0.645638, 2.386125], [0.099991, 0.749249, 1.568492], [-0.367338, -0.229982, 0.213166], [-1.028651, 1.011516, -2.171559], [1.721683, 0.597494, -1.910357], [-0.260865, 0.818683, -1.975957], [1.381132, 1.535823, -1.761709], [2.533329, 0.298126, -1.393302], [1.886878, 0.442503, -2.899489]],
  "forces_ev_per_angstrom": [[-0.03, -0.15, 0.15], [0.81, -0.30, 1.19], [-0.71, 0.25, -0.70], [0.67, -0.45, 1.17], [-0.13, 0.07, 0.16], [-0.02, 0.02, -0.24], [-0.01, 0.12, -0.14], [-0.28, 0.11, -0.20], [-0.15, 0.17, -0.52], [-0.35, 0.33, -2.33], [-1.29, -0.45, -0.67], [0.44, -0.66, 1.52], [1.08, 0.37, 0.26], [-0.02, 0.51, 0.26], [-0.02, 0.05, 0.09]],
  "mulliken_charge": [-0.962, 0.115, 0.223, -0.129, 0.343, 0.332, 0.323, 0.441, -0.135, 0.397, -0.695, -0.017, 0.310, 0.231, 0.221]
}

---

# 2
{
  "formula": "C2H10NS2",
  "method": "ωB97M-V/def2-TZVPD",
  "e_tot_ha": -933.084212,
  "homo_energy_ev": -12.8,
  "homo_lumo_gap_ev": 8.995,
  "spin_multiplicity": 1,
  "total_charge": 1,
  "species": ["N", "H", "H", "H", "H", "C", "S", "S", "C", "H", "H", "H", "H", "H", "H"],
  "coordinates": [[1.915075, -0.108046, -2.319004], [0.997276, -0.368714, -2.679254], [2.053522, 0.896442, -2.423814], [1.894713, -0.349380, -1.309318], [2.615937, -0.660354, -2.815975], [-0.771881, -2.094307, 0.471713], [0.452862, -0.764106, 0.463277], [-0.594745, 0.922232, -0.043958], [-0.967199, 1.646988, 1.567955], [-1.459676, -1.973137, 1.295778], [-1.294611, -2.159963, -0.466131], [-0.201984, -3.003520, 0.611651], [-0.061649, 1.741039, 2.152022], [-1.361207, 2.641692, 1.375975], [-1.700429, 1.053734, 2.105106]],
  "forces_ev_per_angstrom": [[-0.07, -0.23, 0.01], [-0.13, 0.13, -0.04], [0.11, 0.02, -0.13], [-0.16, -0.13, 0.06], [0.16, 0.23, 0.05], [0.25, 0.05, 0.05], [0.01, 0.08, 0.09], [0.06, -0.10, -0.04], [0.00, 0.01, 0.05], [-0.13, 0.08, 0.15], [-0.23, 0.09, -0.31], [0.13, -0.25, 0.12], [0.17, 0.00, 0.07], [-0.10, 0.04, -0.06], [-0.07, -0.02, -0.05]],
  "mulliken_charge": [-0.415, 0.392, 0.378, 0.199, 0.387, -0.747, -0.185, -0.041, -0.800, 0.295, 0.301, 0.316, 0.304, 0.324, 0.292]
}

---

# 3
{
  "formula": "C2H10NS2",
  "method": "ωB97M-V/def2-TZVPD",
  "e_tot_ha": -933.052113,
  "homo_energy_ev": -11.7,
  "homo_lumo_gap_ev": 7.695,
  "spin_multiplicity": 1,
  "total_charge": 1,
  "species": ["C", "N", "H", "H", "H", "H", "H", "H", "C", "S", "S", "H", "H", "H", "H"],
  "coordinates": [[-0.673275, 3.152864, 0.399959], [0.472041, 3.713469, 1.185643], [-0.370691, 3.247908, -0.638787], [-0.769723, 2.085879, 0.602247], [-1.662259, 3.541140, 0.622117], [0.349855, 4.715831, 1.173807], [1.364999, 3.393371, 0.820512], [0.517210, 3.482086, 2.173540], [-1.492614, -2.488524, -0.477985], [-0.044872, -1.921223, 0.396982], [0.810459, -0.599186, -0.899180], [-2.178903, -1.644751, -0.540992], [-1.977981, -3.265426, 0.115408], [-1.321155, -2.937684, -1.452909], [1.964916, -1.099712, -1.376314]],
  "forces_ev_per_angstrom": [[0.04, -1.72, -0.37], [-0.75, 0.07, 0.56], [-0.41, 0.22, -0.07], [0.38, -0.02, 0.04], [0.39, 0.80, 0.17], [0.70, 0.62, -0.25], [0.16, 0.31, -0.44], [-0.49, -0.42, 0.32], [-0.74, 0.01, -0.30], [0.75, -0.39, 0.35], [-0.26, 1.03, -0.20], [-0.11, -0.20, -0.27], [0.19, 0.10, 0.29], [0.32, 0.22, -0.05], [-0.18, -0.65, 0.22]],
  "mulliken_charge": [-0.675, -0.312, 0.323, 0.269, 0.319, 0.357, 0.358, 0.349, -0.753, -0.020, -0.266, 0.277, 0.282, 0.321, 0.169]
}

---

# 4
{
  "formula": "C2H10O4",
  "method": "ωB97M-V/def2-TZVPD",
  "e_tot_ha": -383.106439,
  "smiles": "CC=O.O.O.O",
  "homo_energy_ev": -10.1,
  "homo_lumo_gap_ev": 10.601,
  "spin_multiplicity": 1,
  "total_charge": 0,
  "species": ["O", "C", "C", "H", "H", "H", "H", "H", "H", "O", "H", "H", "O", "H", "H", "O"],
  "coordinates": [[-1.516908, -0.560890, -0.525885], [-1.262665, -1.126482, 0.572459], [-0.316121, -0.661708, 1.638067], [-1.943333, -1.913158, 0.822608], [-0.624281, 0.280248, 2.218266], [0.502841, -0.348709, 0.945669], [-0.157256, -1.615920, 2.137819], [-2.026686, 1.379372, -2.810208], [-1.696957, 1.640185, -1.412594], [-2.267035, 1.975792, -2.100999], [1.174237, 1.716518, -1.925751], [-0.028605, 1.846441, -0.981941], [0.939156, 1.865358, -0.990534], [2.987224, -1.982268, 0.173060], [3.491404, -0.942812, 1.185511], [2.744980, -1.551968, 1.054453]],
  "forces_ev_per_angstrom": [[1.45, -1.35, 2.84], [-2.41, 3.38, -2.58], [0.10, 0.80, -2.04], [-0.24, -1.28, 0.22], [0.12, -1.81, -0.65], [0.23, -0.23, 1.26], [0.74, 0.69, 0.93], [-0.23, -0.14, -0.47], [-0.30, -0.29, 0.65], [0.15, 0.25, -0.21], [-0.20, 0.13, 0.65], [0.54, 0.03, 0.01], [-0.01, -0.13, -0.57], [-0.61, 0.80, 1.80], [-0.40, -0.19, 0.08], [1.06, -0.65, -1.91]],
  "mulliken_charge": [-0.491, 0.017, -0.570, 0.378, 0.289, 0.141, 0.267, 0.344, 0.212, -0.584, 0.325, 0.316, -0.640, 0.320, 0.316, -0.639]
}

---

# 5
{
  "formula": "C2H11BN3O",
  "method": "ωB97M-V/def2-TZVPD",
  "e_tot_ha": -346.903914,
  "homo_energy_ev": -11.6,
  "homo_lumo_gap_ev": 8.637,
  "spin_multiplicity": 1,
  "total_charge": 1,
  "species": ["B", "C", "C", "N", "N", "N", "O", "H", "H", "H", "H", "H", "H", "H", "H", "H", "H", "H"],
  "coordinates": [[0.816436, 0.745412, -0.099002], [-2.346069, -0.995889, 0.520101], [1.144521, -0.549010, -0.655579], [-0.470416, 1.471351, -0.726597], [-2.728823, 0.085935, 0.016083], [2.302243, -1.201142, 0.081285], [1.577735, 1.119705, 0.974838], [-1.569400, -1.502180, 0.091124], [-2.893383, -1.309312, 1.399040], [0.784115, -1.141338, -1.588797], [-0.405570, 1.409164, -1.757214], [-0.322251, 2.455553, -0.685996], [-3.526579, 0.501787, 0.449736], [-1.286193, 0.871321, -0.411550], [2.608986, -0.404335, 0.654204], [2.186282, -1.852610, 0.899276], [2.869168, -1.504434, -0.663093], [1.259205, 1.800026, 1.502140]],
  "forces_ev_per_angstrom": [[-0.73, -1.80, -1.65], [-2.75, 1.03, 1.78], [-1.15, -1.45, -1.29], [2.86, -0.98, -1.11], [1.01, 0.74, -1.40], [-1.78, 1.04, 1.81], [0.46, -0.42, -0.67], [2.09, -1.42, -0.77], [0.26, -0.98, 0.18], [0.78, 1.14, 2.00], [-0.09, -0.89, 0.48], [-1.16, 1.22, 1.22], [-0.54, 0.28, 0.52], [-0.97, 1.37, -0.09], [1.09, 0.19, -0.78], [-0.52, -0.34, -1.67], [1.77, -0.70, -0.23], [-0.62, 1.98, 1.68]],
  "mulliken_charge": [0.258, -0.342, -0.514, -0.445, -0.527, -0.295, -0.604, 0.350, 0.256, 0.310, 0.339, 0.300, 0.204, 0.414, 0.354, 0.310, 0.343, 0.289]
}

---

# 6
{
  "formula": "C2H11N2O",
  "method": "ωB97M-V/def2-TZVPD",
  "e_tot_ha": -267.420847,
  "homo_energy_ev": [-3.0, -9.6],
  "homo_lumo_gap_ev": [3.845, 10.203],
  "spin_multiplicity": 2,
  "total_charge": 0,
  "species": ["C", "N", "C", "N", "H", "H", "H", "H", "H", "H", "H", "H", "H", "H", "H", "O"],
  "coordinates": [[1.040622, 0.769238, -0.359327], [0.432621, 0.661155, -1.661375], [0.022926, 1.099165, 0.707714], [-1.194410, 0.242307, 0.610277], [1.537464, -0.187304, -0.185902], [1.821876, 1.535304, -0.339009], [0.484494, -0.216214, -2.145068], [0.365396, 1.401343, -2.320557], [0.349119, 1.033127, 1.699686], [-0.319978, 2.130548, 0.601214], [-1.931373, 0.507520, 1.306405], [-0.965941, -0.754333, 0.784711], [-1.618823, 0.276477, -0.330909], [-0.785364, -2.943793, 0.517696], [0.720059, -3.122068, 0.577988], [0.041312, -2.432472, 0.536458]],
  "forces_ev_per_angstrom": [[0.48, -0.23, -0.61], [-0.68, -0.60, -0.31], [-0.99, 0.64, -1.00], [0.07, -0.31, -0.01], [-0.11, 0.11, 0.37], [-0.03, 0.03, 0.08], [0.18, -0.22, 0.24], [0.26, 0.79, 0.09], [0.88, -0.37, 1.42], [-0.05, -0.05, -0.22], [-0.08, 0.01, 0.03], [0.05, 0.13, 0.07], [0.00, 0.12, -0.12], [-0.06, 0.17, 0.00], [0.12, 0.15, 0.06], [-0.06, -0.38, -0.08]],
  "mulliken_charge": [-0.195, -0.615, -1.418, -1.942, 0.403, 0.305, 0.260, 0.177, 0.449, 0.449, 1.144, 0.404, 0.767, 0.362, 0.318, -0.867]
}

---

# 7
{
  "formula": "C2H11N2O2",
  "method": "ωB97M-V/def2-TZVPD",
  "e_tot_ha": -342.547593,
  "homo_energy_ev": -12.5,
  "homo_lumo_gap_ev": 9.643,
  "spin_multiplicity": 1,
  "total_charge": 1,
  "species": ["C", "C", "N", "N", "H", "H", "H", "H", "H", "H", "H", "H", "H", "O", "H", "H", "O"],
  "coordinates": [[-0.600359, -0.498327, -0.628719], [0.214199, -1.498601, -0.259111], [0.481130, -2.591467, -1.001310], [-0.775368, 0.649552, 0.275157], [-1.377954, -0.575814, -1.370977], [0.567319, -1.560647, 0.759931], [1.091885, -3.305945, -0.656926], [0.075976, -2.677207, -1.918906], [-1.754300, 0.906177, 0.381890], [-0.262047, 1.478560, -0.053628], [-0.357154, 0.480350, 1.225321], [0.960442, 0.875641, 3.395775], [0.093918, -0.380047, 3.194390], [0.343185, 0.456995, 2.774091], [0.955216, 3.315576, -2.055348], [-0.036327, 2.266251, -2.420676], [0.380231, 2.658961, -1.640952]],
  "forces_ev_per_angstrom": [[-0.43, -0.01, 0.51], [-0.66, -0.47, -0.06], [-0.21, 0.27, -0.03], [0.64, 0.01, 0.50], [0.40, 0.15, -0.49], [0.68, 0.42, -0.02], [-0.05, -0.11, -0.07], [0.23, -0.18, 0.03], [-0.01, 0.02, 0.09], [-0.16, 0.09, -0.44], [-0.34, 0.12, -0.39], [-0.20, -0.02, -0.33], [0.08, 0.26, 0.07], [0.12, -0.43, 0.50], [0.10, 0.08, 0.43], [-0.06, -0.09, 0.19], [-0.13, -0.13, -0.51]],
  "mulliken_charge": [-0.396, -0.087, -0.377, -0.127, 0.390, 0.244, 0.215, 0.204, 0.383, 0.388, 0.214, 0.310, 0.318, -0.660, 0.322, 0.311, -0.651]
}

---

# 8
{
  "formula": "C2H11N2O2",
  "method": "ωB97M-V/def2-TZVPD",
  "e_tot_ha": -342.529205,
  "homo_energy_ev": -14.3,
  "homo_lumo_gap_ev": 10.118,
  "spin_multiplicity": 1,
  "total_charge": 1,
  "species": ["C", "N", "C", "N", "H", "H", "H", "H", "H", "H", "H", "H", "H", "O", "H", "H", "O"],
  "coordinates": [[-0.731029, -0.594399, 0.612593], [0.487318, 0.258842, 0.655456], [0.516263, 1.542651, 0.664463], [1.721399, 2.182784, 0.694887], [-0.616808, -1.480221, 1.221571], [-0.674898, -0.913819, -0.433691], [-1.586463, 0.054412, 0.742862], [1.380783, -0.205745, 0.764329], [-0.458712, 2.023957, 0.650911], [2.071948, 2.385414, 1.618586], [1.645131, 3.082010, 0.209743], [-3.990582, -1.589430, -1.783748], [-4.460844, -0.223984, -2.023158], [-3.680591, -0.756104, -2.133873], [2.648778, -2.553320, -0.923350], [3.087690, -1.588927, 0.159034], [2.640618, -1.624126, -0.696608]],
  "forces_ev_per_angstrom": [[1.28, 0.65, -1.77], [-0.30, 0.14, 1.37], [-0.37, -1.16, 0.15], [-0.30, 1.21, -0.61], [-0.19, 0.26, 0.51], [-0.65, -0.30, 0.14], [-0.28, -0.35, 0.36], [0.16, -0.22, -0.54], [0.11, 0.34, -0.44], [0.31, -0.33, 0.35], [0.14, -0.24, 0.24], [0.13, -0.60, 0.01], [-0.45, 0.71, -0.15], [0.36, -0.11, 0.20], [-0.01, -0.37, -0.21], [0.27, -0.13, -0.26], [-0.22, 0.51, 0.65]],
  "mulliken_charge": [-0.713, 0.001, 0.201, -0.514, 0.297, 0.380, 0.258, 0.187, 0.306, 0.278, 0.302, 0.322, 0.320, -0.638, 0.335, 0.333, -0.655]
}